{"formula": "C38H70Cl2F5N4O2SSi", "method": "ωB97M-V/def2-TZVPD", "elements": ["C", "Si", "C", "C", "C", "C", "F", "F", "C", "C", "F", "F", "F", "C", "C", "C", "C", "N", "N", "C", "C", "C", "C", "Cl", "C", "C", "C", "C", "C", "S", "O", "O", "Cl", "C", "C", "C", "C", "C", "C", "H", "H", "H", "H", "H", "H", "H", "H", "H", "H", "H", "H", "H", "H", "H", "H", "H", "H", "H", "H", "H", "H", "H", "H", "H", "H", "H", "H", "H", "H", "H", "H", "H", "H", "H", "H", "H", "H", "H", "H", "C", "C", "N", "C", "C", "C", "C", "H", "H", "H", "H", "H", "H", "H", "H", "H", "H", "H", "H", "H", "H", "H", "C", "C", "N", "C", "C", "C", "C", "H", "H", "H", "H", "H", "H", "H", "H", "H", "H", "H", "H", "H", "H", "H"], "coordinates": [[-2.509869, -4.052650, 3.458720], [-3.879316, -3.428366, 4.565435], [-3.196292, -2.396272, 5.984113], [-5.142839, -2.359106, 3.618145], [-4.631026, -1.681103, 2.335996], [-4.197974, -0.228063, 2.488847], [-2.968244, -0.015068, 1.917363], [-4.003718, 0.062327, 3.814084], [-5.137724, 0.864190, 1.894732], [-6.590290, 0.725682, 2.458496], [-6.617571, 0.388060, 3.757232], [-7.290707, -0.200733, 1.778383], [-7.248996, 1.908092, 2.337270], [-4.646142, 2.281609, 2.269946], [-3.986204, 2.792582, 3.504507], [-4.765771, 2.681776, 4.822148], [-3.866214, 3.101846, 6.006843], [-3.938610, 2.196077, 7.146365], [-4.849360, 3.071939, 1.286606], [-5.424385, 2.491625, 0.062685], [-6.831574, 3.007862, -0.300565], [-7.325767, 4.259859, 0.433861], [-8.837011, 4.269445, 0.598218], [-9.670956, 4.088436, -0.964992], [-5.249141, 0.977511, 0.324214], [-4.072491, 0.529599, -0.576297], [-3.918956, -0.970414, -0.892292], [-2.451415, -1.383285, -0.995955], [-1.699949, -0.600905, -2.093469], [-0.362274, 0.378748, -1.486432], [0.364635, 0.927410, -2.585120], [-0.854679, 1.231833, -0.443818], [0.783198, -1.041176, -0.632764], [-4.858771, -4.830608, 5.320097], [-6.012235, -4.518545, 6.033475], [-6.781044, -5.505263, 6.614186], [-6.402450, -6.834057, 6.491373], [-5.262738, -7.163643, 5.788630], [-4.498088, -6.171924, 5.209036], [-1.746620, -4.495071, 4.102310], [-2.850283, -4.818337, 2.763468], [-2.024433, -3.232535, 2.928917], [-2.213039, -1.972827, 5.782925], [-3.166371, -2.981299, 6.902212], [-3.874404, -1.560467, 6.173397], [-5.565295, -1.652579, 4.327128], [-5.959233, -3.025753, 3.335028], [-3.786435, -2.220662, 1.908899], [-5.417564, -1.722817, 1.584874], [-3.771189, 3.848574, 3.327083], [-3.023713, 2.280207, 3.581005], [-5.607810, 3.372916, 4.766476], [-5.132993, 1.680489, 4.991729], [-4.101117, 4.121525, 6.308512], [-2.831215, 3.127237, 5.648002], [-4.264787, 2.656397, 7.981143], [-4.512404, 1.386436, 6.970129], [-4.599917, 4.052767, 1.320578], [-4.750000, 2.834427, -0.721880], [-7.549967, 2.210419, -0.101566], [-6.863360, 3.174758, -1.373727], [-6.925605, 4.296276, 1.449813], [-7.037537, 5.172008, -0.088826], [-9.175397, 5.207923, 1.027196], [-9.165923, 3.459320, 1.245136], [-6.138813, 0.501863, -0.084712], [-4.190858, 1.056811, -1.522180], [-3.144544, 0.897425, -0.146486], [-4.383625, -1.149660, -1.865768], [-4.445769, -1.604445, -0.192614], [-2.345652, -2.442005, -1.220258], [-1.958962, -1.186631, -0.044030], [-1.266068, -1.264499, -2.839723], [-2.320070, 0.113954, -2.634874], [-6.328311, -3.487894, 6.148961], [-7.679222, -5.250552, 7.159200], [-7.001905, -7.604975, 6.954931], [-4.983921, -8.204395, 5.703189], [-3.613194, -6.450867, 4.651261], [3.888081, 0.006127, -1.586618], [5.138826, -0.181709, -2.430149], [4.944235, -1.143396, -3.500272], [6.180767, -1.556035, -4.140292], [6.986421, -0.500619, -4.906494], [3.824610, -0.872326, -4.385754], [3.794223, 0.474013, -5.121090], [3.542403, -0.956864, -1.213766], [4.110153, 0.646247, -0.730845], [3.080784, 0.478182, -2.146878], [5.941939, -0.560572, -1.792722], [5.472567, 0.803840, -2.793207], [5.953924, -2.389108, -4.810967], [6.821798, -1.976131, -3.358993], [6.522943, -0.239709, -5.857210], [7.980441, -0.892651, -5.132178], [7.120701, 0.413387, -4.326453], [2.903908, -0.958341, -3.801477], [3.776303, -1.685508, -5.114309], [4.032365, 1.305620, -4.456623], [2.792407, 0.651613, -5.517031], [4.484476, 0.501779, -5.962664], [12.401161, -0.956766, -5.280890], [11.314837, 0.069916, -4.998793], [11.831035, 1.306849, -4.441529], [10.797890, 2.169744, -3.901369], [9.760386, 2.752644, -4.868922], [12.869429, 1.960879, -5.219336], [12.547574, 2.348361, -6.668905], [13.001641, -1.138160, -4.388828], [11.945755, -1.899960, -5.585149], [13.065483, -0.642697, -6.086257], [10.621987, -0.349303, -4.263402], [10.729730, 0.226703, -5.920165], [11.284040, 2.987942, -3.363144], [10.265811, 1.592477, -3.137909], [10.169424, 3.554266, -5.482386], [8.930687, 3.178518, -4.300242], [9.346741, 1.989282, -5.529189], [13.745042, 1.307811, -5.227465], [13.184918, 2.849477, -4.667402], [12.047620, 1.540161, -7.204654], [13.474010, 2.568457, -7.202407], [11.921008, 3.236772, -6.731830]], "forces_ev_per_angstrom": [[-0.1, 0.0, 0.3], [-0.1, 0.1, 0.4], [-0.2, 0.1, -0.2], [0.2, -0.4, -0.1], [-0.4, 0.1, -0.1], [0.2, -0.1, 0.1], [-0.1, 0.0, 0.1], [0.0, 0.0, -0.2], [-0.2, 0.4, -0.1], [-0.2, -0.3, 0.2], [-0.1, 0.2, -0.6], [0.3, 0.5, 0.4], [0.2, -0.5, 0.1], [0.1, -0.1, 0.2], [0.0, 0.0, -0.1], [0.1, 0.5, 0.1], [0.3, -0.3, -0.2], [-0.1, 0.2, 0.0], [-0.3, -0.1, -0.2], [0.3, 0.7, 0.0], [-0.3, -0.3, 0.4], [-0.1, 0.0, -0.1], [0.0, 0.1, 0.1], [0.0, 0.0, -0.1], [0.0, 0.2, -1.1], [0.3, -0.3, 0.6], [0.0, 0.2, -0.5], [0.1, 0.4, -0.1], [-0.1, -0.5, -0.1], [-0.1, 0.6, -0.3], [-0.1, -0.1, 0.2], [0.1, -0.1, 0.0], [0.1, -0.2, 0.2], [0.2, 0.1, -0.3], [-0.1, 0.2, 0.1], [-0.2, -0.2, 0.1], [-0.3, 0.1, 0.2], [0.0, -0.4, 0.1], [0.2, 0.2, -0.2], [0.0, -0.1, 0.0], [0.0, 0.0, -0.2], [0.0, 0.0, -0.1], [0.1, 0.0, 0.0], [0.2, -0.1, 0.0], [0.0, 0.0, 0.0], [-0.1, 0.1, -0.1], [0.0, 0.0, 0.0], [0.1, 0.0, 0.0], [0.0, 0.1, -0.1], [0.1, 0.0, 0.0], [0.0, -0.1, 0.1], [-0.3, -0.2, 0.0], [-0.1, -0.1, -0.1], [0.0, 0.0, 0.1], [0.0, 0.0, 0.0], [-0.1, -0.1, 0.1], [0.0, 0.0, 0.0], [0.0, 0.0, 0.1], [0.1, -0.2, 0.0], [0.0, 0.0, 0.0], [0.0, 0.0, -0.1], [0.0, 0.1, 0.0], [0.2, 0.0, 0.0], [0.0, 0.0, 0.0], [0.0, -0.1, -0.1], [-0.1, -0.3, 0.5], [-0.1, 0.0, 0.0], [0.1, 0.1, 0.0], [-0.1, -0.1, 0.1], [0.0, -0.1, 0.2], [-0.1, -0.1, 0.1], [0.0, -0.2, 0.1], [0.1, 0.0, 0.0], [0.0, 0.1, 0.0], [0.0, 0.1, 0.0], [0.0, 0.0, 0.0], [0.0, -0.1, 0.0], [0.1, 0.0, -0.1], [0.1, 0.0, 0.0], [0.2, 0.1, 0.1], [-0.1, 0.1, 0.0], [0.0, 0.0, 0.0], [0.1, -0.1, 0.0], [0.0, 0.0, -0.1], [-0.2, 0.0, 0.0], [0.0, 0.0, -0.1], [0.0, 0.0, 0.0], [0.0, 0.0, 0.0], [0.0, 0.0, 0.0], [0.0, 0.0, 0.0], [0.0, 0.0, 0.0], [-0.1, 0.0, 0.0], [0.0, 0.0, 0.0], [0.0, 0.0, 0.0], [0.0, 0.0, 0.0], [0.0, 0.0, 0.0], [0.0, 0.0, 0.0], [0.1, 0.0, 0.0], [0.0, 0.0, 0.0], [0.0, 0.0, 0.0], [0.1, 0.0, 0.0], [0.0, 0.0, 0.0], [0.0, 0.0, -0.1], [0.0, 0.0, 0.0], [-0.1, 0.0, 0.1], [0.0, 0.1, 0.0], [0.2, 0.0, -0.1], [0.0, 0.1, 0.0], [0.0, 0.0, 0.0], [0.0, 0.0, 0.0], [0.0, 0.0, 0.0], [0.0, 0.0, 0.0], [0.0, 0.0, 0.0], [0.1, 0.0, 0.0], [0.0, 0.0, 0.0], [0.0, 0.0, 0.0], [0.0, 0.0, 0.0], [0.0, 0.0, 0.0], [0.0, 0.0, 0.0], [-0.1, 0.0, 0.0], [0.0, 0.0, 0.0], [0.0, 0.0, 0.0], [-0.1, 0.0, 0.0]], "lowdin_charge": [-0.17, 0.60, -0.16, -0.21, -0.12, -0.41, 0.10, 0.09, -0.06, -0.50, 0.17, 0.17, 0.16, -0.06, -0.09, -0.16, -0.26, 0.01, 0.20, -0.19, -0.15, -0.27, -0.58, 0.59, -0.13, -0.14, -0.17, -0.22, -0.28, 0.33, -0.32, -0.34, 0.49, -0.26, -0.11, -0.08, -0.08, -0.08, -0.09, 0.04, 0.04, 0.03, 0.03, 0.04, 0.02, 0.06, 0.09, 0.10, 0.11, 0.14, 0.14, 0.12, 0.08, 0.12, 0.10, 0.07, 0.06, 0.19, 0.16, 0.11, 0.12, 0.10, 0.12, 0.08, 0.07, 0.15, 0.12, 0.09, 0.13, 0.09, 0.12, 0.07, 0.11, 0.11, 0.10, 0.10, 0.11, 0.11, 0.10, -0.12, -0.27, -0.20, -0.25, -0.08, -0.24, -0.08, 0.04, 0.08, 0.04, 0.12, 0.10, 0.11, 0.11, 0.06, 0.06, 0.06, 0.09, 0.11, 0.07, 0.07, 0.06, -0.09, -0.28, -0.20, -0.25, -0.09, -0.25, -0.08, 0.08, 0.07, 0.06, 0.11, 0.10, 0.11, 0.11, 0.06, 0.07, 0.06, 0.10, 0.11, 0.07, 0.07, 0.05], "charge": 1, "e_tot_ev": -107937.010, "gap_ev": 5.1}